The molecule C21H27N5O5 in a non-equilibrium geometry. Source: the Open Molecules 2025 dataset; level of theory: the ωB97M-V functional and the def2-TZVPD basis.

Each line ends with the Löwdin charge.
Geometry (Å):
C: 1.519 -5.924 2.416  -0.092
H: 2.077 -6.798 2.083  0.093
O: 0.693 -5.566 1.336  -0.089
C: -0.139 -4.494 1.484  -0.283
C: -0.956 -4.199 0.394  0.005
C: -1.825 -3.126 0.421  -0.018
C: -1.892 -2.313 1.548  -0.282
C: -1.089 -2.619 2.643  -0.011
C: -0.223 -3.695 2.619  -0.029
H: 0.378 -3.898 3.491  0.106
H: -1.160 -1.995 3.521  0.124
O: -2.695 -1.213 1.697  -0.051
C: -3.392 -0.698 0.586  -0.131
H: -4.068 0.054 1.003  0.143
H: -3.995 -1.465 0.088  0.132
C: -2.469 -0.015 -0.451  -0.346
O: -3.224 0.557 -1.477  -0.003
H: -3.551 1.431 -1.186  0.068
H: -1.838 -0.769 -0.939  0.139
C: -1.584 1.015 0.274  -0.059
N: -0.665 1.681 -0.616  0.079
C: 0.626 1.453 -0.992  -0.259
N: 1.098 2.428 -1.780  0.194
C: 0.082 3.289 -1.943  -0.215
C: -1.041 2.865 -1.252  -0.072
C: -2.267 3.572 -1.304  -0.394
O: -3.347 3.276 -0.802  0.031
N: -2.127 4.735 -2.056  0.212
C: -1.032 5.212 -2.750  -0.472
O: -1.082 6.247 -3.376  0.074
N: 0.103 4.435 -2.677  0.012
C: 1.301 4.823 -3.387  -0.005
H: 2.116 4.973 -2.680  0.095
H: 1.582 4.037 -4.088  0.095
H: 1.086 5.748 -3.918  0.089
H: -2.961 5.305 -2.145  0.170
N: 1.409 0.394 -0.710  -0.035
C: 1.098 -0.739 0.129  -0.141
C: 1.706 -0.561 1.521  -0.165
C: 3.218 -0.388 1.390  -0.200
C: 3.534 0.761 0.434  -0.170
C: 2.840 0.538 -0.911  -0.152
H: 3.004 1.378 -1.583  0.106
H: 3.212 -0.380 -1.377  0.129
H: 4.611 0.839 0.279  0.111
H: 3.182 1.702 0.861  0.118
H: 3.662 -0.195 2.369  0.109
H: 3.652 -1.313 1.002  0.114
H: 1.466 -1.430 2.134  0.096
H: 1.276 0.324 1.997  0.118
H: 0.028 -0.914 0.181  0.086
H: 1.548 -1.621 -0.342  0.136
H: -2.242 1.788 0.683  0.141
H: -1.055 0.548 1.105  0.123
H: -2.446 -2.941 -0.440  0.113
H: -0.897 -4.831 -0.477  0.122
H: 2.222 -5.123 2.670  0.093
H: 0.933 -6.186 3.302  0.096

Results
ΔE to the lowest compared entry with this formula, charge and spin: 0.00 kcal per mole
net charge: 0
HOMO energy: -7.6 eV
spin multiplicity: 1
largest force on an atom: 1.387 eV/A
frontier orbital gap: 8.22 eV
SMILES: COc1ccc(OC[C@@H](O)Cn2c(N3CCCCC3)nc3c2c(=O)[nH]c(=O)n3C)cc1